This record from OMol25 describes an isolated ion of composition C9H11BrN and charge +1 at a distorted geometry. The level of theory is wB97M-V/def2-TZVPD.

Structure (SMILES): C#[N+][C@]1(C)CC(C)=CC=C1Br
E_HOMO in eV: -11.925
Charge: +1
Energy above the lowest of the compared OMol25 structures with the same formula, charge and spin in kcal per mole: 67.8
Molar mass in g mol⁻¹: 213.10
LUMO energy in eV: -4.861

Geometry (Å):
C (2.063, -2.559, -0.902)
N (1.344, -1.830, -0.366)
C (0.693, -0.725, 0.177)
C (0.485, -0.817, 1.714)
C (-0.519, -0.553, -0.681)
C (-1.159, 0.798, -0.448)
C (-2.656, 0.801, -0.357)
C (-0.382, 1.871, -0.278)
C (1.031, 1.744, -0.083)
C (1.618, 0.524, -0.014)
Br (3.493, 0.482, 0.094)
H (2.998, -3.043, -1.111)
H (0.388, -1.818, 2.023)
H (-0.433, -0.422, 1.831)
H (1.202, -0.309, 2.213)
H (-1.339, -1.225, -0.672)
H (-0.324, -0.649, -1.817)
H (-2.964, 1.165, -1.388)
H (-3.087, 1.455, 0.471)
H (-3.105, -0.224, -0.164)
H (-0.935, 2.753, -0.198)
H (1.590, 2.581, -0.046)